{
  "formula": "C17H20F3O7P2V",
  "method": "the ωB97M-V functional and the def2-TZVPD basis",
  "species": ["O", "H", "C", "H", "C", "C", "O", "H", "H", "C", "C", "H", "H", "H", "V", "C", "H", "H", "P", "C", "O", "F", "H", "H", "C", "C", "H", "O", "H", "C", "C", "H", "H", "F", "O", "C", "C", "C", "H", "O", "H", "P", "C", "H", "O", "C", "F", "H", "H", "C"],
  "xyz": [[-1.44, -2.92, -1.63], [-5.48, 2.31, -1.12], [1.31, 4.77, 0.72], [4.76, 5.68, -0.78], [-5.12, -0.18, -0.02], [-4.45, 1.96, -1.17], [0.44, -1.39, 1.32], [-3.78, 2.82, -1.16], [-4.96, -0.77, -0.93], [3.80, 5.41, -0.36], [2.43, -3.11, -0.53], [-6.15, 0.16, -0.01], [0.07, -3.45, -3.89], [0.34, 4.51, 1.13], [0.18, -0.30, -0.20], [3.57, 7.78, 0.36], [-0.14, -5.02, -0.86], [-1.71, -3.15, 0.16], [-0.01, -2.61, -1.88], [1.10, 1.35, -0.13], [-1.30, -3.28, 1.06], [4.74, 7.80, 1.02], [-4.17, 1.16, 2.20], [3.91, 3.36, -0.96], [0.94, -3.39, -0.50], [3.33, 4.12, -0.46], [2.65, -2.04, -0.43], [0.75, -4.80, -0.55], [2.93, -3.65, 0.27], [3.02, 6.38, 0.28], [-2.80, 0.58, -0.05], [-4.97, -0.83, 0.84], [0.44, -4.44, 2.59], [3.79, 8.28, -0.87], [0.66, -3.20, -3.17], [-1.63, 0.23, -0.11], [-4.37, 1.80, 1.34], [2.08, 3.79, 0.08], [2.84, -3.45, -1.48], [0.36, -1.09, -1.84], [1.20, 6.83, 1.32], [0.20, -2.88, 1.09], [-4.18, 1.03, 0.02], [-5.40, 2.15, 1.40], [0.89, -3.65, 2.25], [1.57, 2.48, -0.04], [2.73, 8.61, 1.00], [-3.71, 2.67, 1.39], [-4.31, 1.43, -2.12], [1.79, 6.06, 0.82]],
  "gap_ev": [6.50, 7.29],
  "spin_multiplicity": 2,
  "s_squared": 0.772,
  "e_above_lowest_ev": 0.366,
  "charge": 1,
  "e_tot_ha": -3112.6830
}

***

{
  "formula": "C17H20N2O3",
  "method": "the ωB97M-V functional and the def2-TZVPD basis",
  "species": ["H", "H", "C", "H", "H", "H", "O", "H", "C", "C", "H", "C", "H", "C", "C", "C", "O", "H", "H", "N", "C", "H", "H", "C", "H", "H", "C", "C", "C", "H", "O", "C", "H", "N", "C", "C", "C", "H", "H", "C", "H", "H"],
  "xyz": [[-0.94, 0.08, 1.82], [-2.23, -2.92, 0.35], [2.31, -0.97, -0.46], [-5.47, 0.18, 1.30], [-4.10, -1.38, -0.25], [5.83, -0.41, 1.79], [1.78, -3.23, -0.12], [-5.68, 0.72, -0.97], [-2.15, -1.86, 0.56], [3.42, -1.04, 0.38], [-1.39, 1.89, 0.24], [-0.62, -0.06, 0.78], [-1.14, 0.82, -1.15], [1.39, -2.13, -0.43], [-2.93, 0.44, -0.06], [-0.08, -1.90, -0.75], [-3.48, 0.75, 1.21], [0.43, 0.23, 0.71], [-2.47, -1.68, 1.59], [5.44, 0.23, 1.12], [5.97, 1.44, 0.78], [1.29, 0.18, -1.97], [-5.28, 2.43, -0.64], [3.01, 1.21, -1.29], [2.86, 2.05, -1.94], [-5.09, 1.88, 1.69], [4.11, 1.17, -0.43], [4.30, 0.03, 0.40], [-4.84, 1.04, 1.03], [-2.78, -1.21, -1.42], [-3.67, 1.23, -0.98], [-3.06, -1.06, -0.38], [6.88, 1.79, 1.24], [-0.76, -1.46, 0.47], [-1.47, 0.86, -0.11], [2.13, 0.15, -1.29], [-4.97, 1.39, -0.47], [5.36, 3.00, -0.61], [-0.50, -2.87, -1.03], [5.19, 2.05, -0.16], [-0.21, -1.20, -1.59], [3.56, -1.91, 1.00]],
  "gap_ev": 8.72,
  "e_above_lowest_ev": 2.211,
  "smiles": "O=C(CN1CCC2(CC1)OCCO2)c1ccc2cc[nH]c2c1",
  "e_tot_ha": -995.0238
}

***

{
  "formula": "C17H20N2O3S",
  "method": "the ωB97M-V functional and the def2-TZVPD basis",
  "species": ["O", "C", "H", "H", "H", "H", "H", "H", "C", "C", "H", "H", "H", "C", "O", "C", "C", "C", "C", "N", "H", "C", "H", "C", "O", "H", "H", "C", "S", "H", "C", "C", "H", "H", "N", "C", "C", "C", "H", "H", "H", "C", "H"],
  "xyz": [[5.31, 2.24, 0.08], [3.17, -1.67, 0.45], [7.42, 0.38, 1.36], [-2.44, 0.81, 0.12], [0.78, 1.07, -0.69], [7.57, 1.17, -1.37], [1.59, -2.64, 0.22], [7.56, -0.62, -0.86], [1.90, -1.82, -0.02], [-2.44, 0.27, 0.87], [8.87, 0.29, -0.61], [-7.97, 2.22, -0.59], [-2.74, 0.77, 1.98], [-3.79, -0.75, 0.53], [-1.29, -0.43, -1.36], [2.75, 0.99, -0.13], [-5.05, 0.45, -1.00], [7.94, 0.43, -0.69], [-7.15, 1.82, -0.64], [5.10, -0.17, 0.19], [5.62, -0.80, 0.79], [-5.07, 0.17, 0.43], [-4.25, 0.60, -1.75], [7.41, 0.99, 0.50], [-0.88, -2.62, -0.56], [3.06, 1.90, -0.35], [-7.81, 1.39, 1.55], [-6.07, 1.43, -1.34], [-0.67, -1.09, -0.37], [-1.38, -1.36, 1.80], [-7.11, 1.15, 1.04], [-5.96, 0.43, 1.26], [-6.31, 1.80, -2.21], [-5.91, -0.13, 2.07], [-1.26, -0.72, 1.09], [1.51, 0.44, -0.34], [0.99, -0.80, -0.30], [5.92, 1.29, 0.27], [-3.92, -1.34, 1.50], [3.99, -2.32, 0.34], [-3.49, -1.50, -0.24], [3.66, -0.31, 0.21], [7.57, 2.11, 0.81]],
  "gap_ev": 8.51,
  "e_above_lowest_ev": 16.983,
  "smiles": "CCC(=O)Nc1ccc(S(=O)(=O)NCCc2ccccc2)cc1",
  "e_tot_ha": -1392.6515
}

***

{
  "formula": "C17H20N2O4S2",
  "method": "the ωB97M-V functional and the def2-TZVPD basis",
  "species": ["H", "O", "C", "H", "H", "C", "C", "H", "C", "C", "H", "H", "H", "H", "S", "N", "O", "C", "H", "S", "H", "C", "O", "H", "C", "H", "C", "C", "H", "H", "H", "C", "O", "N", "C", "C", "C", "H", "H", "H", "C", "H", "H", "C", "C"],
  "xyz": [[-1.41, 3.22, -0.93], [-1.64, 0.07, 1.04], [-0.15, 5.75, 0.81], [-0.16, 6.53, 1.55], [1.17, -0.61, -1.74], [1.14, 0.32, 1.50], [1.23, 3.46, -2.07], [0.81, 3.69, -3.06], [-1.03, -2.84, 0.49], [1.65, -0.11, -0.91], [-1.99, -4.13, 2.87], [2.54, -0.68, -0.61], [-0.97, -2.45, 1.49], [0.38, -0.04, 2.20], [1.25, 5.52, -0.15], [0.71, -0.08, 0.19], [-1.22, 0.55, -1.35], [2.11, 1.29, -1.35], [-1.19, -5.63, 3.37], [-0.90, -0.20, -0.16], [1.54, 2.07, 2.70], [-1.13, -4.78, 2.71], [3.26, 1.66, -1.25], [0.34, 2.32, 1.42], [1.29, 1.83, 1.67], [2.09, -0.17, 1.72], [-1.11, -4.21, 0.22], [-1.14, 4.87, 0.50], [2.29, 3.71, -2.06], [2.07, 2.22, 1.03], [-2.09, 4.85, 0.98], [-0.77, 3.99, -0.55], [-1.08, -6.43, 1.00], [1.11, 2.03, -1.84], [-1.22, -3.71, -2.15], [0.49, 4.22, -1.01], [-1.19, -4.63, -1.11], [-0.23, -4.21, 2.93], [-1.29, -4.05, -3.17], [0.17, 1.65, -1.81], [-1.05, -1.94, -0.56], [-1.25, -5.69, -1.30], [-1.18, -1.61, -2.65], [-1.10, -5.25, 1.28], [-1.15, -2.35, -1.87]],
  "gap_ev": 8.57,
  "e_above_lowest_ev": 0.888,
  "smiles": "CCN(CC(=O)NCc1cccs1)S(=O)(=O)c1cccc(C(C)=O)c1",
  "e_tot_ha": -1866.6563
}

***

{
  "formula": "C17H20N2OS",
  "method": "the ωB97M-V functional and the def2-TZVPD basis",
  "species": ["H", "C", "C", "H", "H", "H", "H", "C", "H", "C", "N", "N", "H", "H", "H", "H", "H", "C", "C", "H", "C", "C", "C", "H", "H", "H", "H", "C", "O", "C", "C", "C", "C", "C", "C", "H", "S", "H", "C", "H", "H"],
  "xyz": [[-2.30, 2.73, 1.58], [-2.03, 1.57, 1.77], [-0.17, -0.15, 2.02], [-1.76, -0.07, -1.22], [-2.18, -0.86, 2.61], [1.58, -1.64, 1.91], [-2.74, 0.90, 1.23], [1.52, 1.81, 1.34], [3.06, 0.26, 1.28], [-1.20, -2.59, -1.99], [-0.63, -2.61, 0.52], [-1.37, -1.07, 2.03], [1.44, 4.13, 0.10], [-1.46, -3.20, -2.78], [3.35, 4.63, 0.62], [1.87, 4.35, 1.97], [1.96, 1.54, -2.63], [0.21, 2.25, 1.46], [-1.39, -2.25, 1.36], [-2.47, -2.20, -1.63], [-0.64, -0.22, -1.66], [1.23, 0.64, -2.46], [1.78, 0.59, 1.54], [-2.62, 1.46, 3.10], [1.10, -2.54, -3.17], [-0.30, 1.95, -1.41], [0.17, -1.88, 0.24], [-0.42, -1.46, -2.28], [2.50, 2.60, 0.94], [1.08, -0.45, 1.80], [0.73, -1.62, -3.00], [-0.96, -3.49, -0.91], [-0.07, 1.00, -2.05], [-0.78, 1.26, 1.70], [1.53, -0.51, -2.78], [0.15, -3.99, -1.05], [-2.82, -3.20, 1.37], [-0.13, 3.17, 1.49], [2.27, 4.00, 0.95], [-1.69, -4.06, -0.49], [2.57, -0.73, -3.39]],
  "gap_ev": 7.70,
  "e_above_lowest_ev": 14.568,
  "e_tot_ha": -1242.2541
}

***

Please write out number 3 again, unchanged.
{
  "formula": "C17H20N2O3S",
  "method": "the ωB97M-V functional and the def2-TZVPD basis",
  "species": ["O", "C", "H", "H", "H", "H", "H", "H", "C", "C", "H", "H", "H", "C", "O", "C", "C", "C", "C", "N", "H", "C", "H", "C", "O", "H", "H", "C", "S", "H", "C", "C", "H", "H", "N", "C", "C", "C", "H", "H", "H", "C", "H"],
  "xyz": [[5.31, 2.24, 0.08], [3.17, -1.67, 0.45], [7.42, 0.38, 1.36], [-2.44, 0.81, 0.12], [0.78, 1.07, -0.69], [7.57, 1.17, -1.37], [1.59, -2.64, 0.22], [7.56, -0.62, -0.86], [1.90, -1.82, -0.02], [-2.44, 0.27, 0.87], [8.87, 0.29, -0.61], [-7.97, 2.22, -0.59], [-2.74, 0.77, 1.98], [-3.79, -0.75, 0.53], [-1.29, -0.43, -1.36], [2.75, 0.99, -0.13], [-5.05, 0.45, -1.00], [7.94, 0.43, -0.69], [-7.15, 1.82, -0.64], [5.10, -0.17, 0.19], [5.62, -0.80, 0.79], [-5.07, 0.17, 0.43], [-4.25, 0.60, -1.75], [7.41, 0.99, 0.50], [-0.88, -2.62, -0.56], [3.06, 1.90, -0.35], [-7.81, 1.39, 1.55], [-6.07, 1.43, -1.34], [-0.67, -1.09, -0.37], [-1.38, -1.36, 1.80], [-7.11, 1.15, 1.04], [-5.96, 0.43, 1.26], [-6.31, 1.80, -2.21], [-5.91, -0.13, 2.07], [-1.26, -0.72, 1.09], [1.51, 0.44, -0.34], [0.99, -0.80, -0.30], [5.92, 1.29, 0.27], [-3.92, -1.34, 1.50], [3.99, -2.32, 0.34], [-3.49, -1.50, -0.24], [3.66, -0.31, 0.21], [7.57, 2.11, 0.81]],
  "gap_ev": 8.51,
  "e_above_lowest_ev": 16.983,
  "smiles": "CCC(=O)Nc1ccc(S(=O)(=O)NCCc2ccccc2)cc1",
  "e_tot_ha": -1392.6515
}